Formula: C6H13N3O
Source: OMol25
Level of theory: wB97M-V/def2-TZVPD

Geometry (Å):
C1 0.841 -0.865 -0.354
C2 -1.690 -0.518 -0.969
C3 0.879 -1.878 -1.484
C4 0.733 -1.401 1.014
N1 -0.456 0.188 -0.624
H1 -0.196 0.844 -1.358
H2 1.664 -0.152 -0.444
H3 -1.638 -0.951 -1.969
H4 -1.859 -1.309 -0.240
H5 -2.535 0.171 -0.915
H6 0.932 -2.467 1.099
H7 0.799 -1.395 -2.460
H8 0.078 -2.601 -1.381
H9 1.825 -2.418 -1.441
H10 1.344 -0.852 1.728
H11 -0.340 -1.003 1.468
C5 0.036 2.412 0.533
N2 0.291 3.077 1.678
C6 -0.708 1.134 0.769
O1 0.469 2.746 -0.560
N3 -1.149 0.539 1.728
H12 -0.095 2.735 2.545
H13 0.774 3.963 1.638

Cartesian forces (eV/Å) of the 6 atoms listed first:
-1.30 2.14 -1.30
-0.07 -0.11 0.12
-0.03 0.33 0.14
-2.27 0.83 2.10
1.39 -0.83 -0.16
0.21 -0.11 0.00

As for the total charge: 0. The total energy comes out at -475.85504 a.u.

Atom charges from the Mulliken analysis, given in e for atoms 1 to 4:
1 C 0.567
2 C -0.936
3 C -1.668
4 C -1.184

Formula: C6H13N3O3S
Source: OMol25
Level of theory: wB97M-V/def2-TZVPD

Geometry (Å):
C1 -0.738 1.918 1.072
C2 2.345 -1.248 -0.695
C3 2.826 -0.951 0.672
C4 1.544 0.080 -1.028
C5 1.702 -0.157 1.301
C6 -3.464 0.765 -0.849
N1 1.104 0.704 0.248
N2 -2.420 -0.244 -1.165
N3 -0.228 0.857 0.413
O1 -1.912 2.156 1.060
O2 -2.127 -0.872 1.254
O3 -0.550 -1.690 -0.505
S1 -1.353 -0.626 0.052
H1 -0.065 2.394 1.684
H2 3.074 -1.606 -1.492
H3 1.595 -2.046 -0.581
H4 2.916 -1.916 1.125
H5 3.693 -0.346 0.764
H6 2.206 0.783 -1.553
H7 0.653 -0.028 -1.590
H8 0.867 -0.701 1.698
H9 1.981 0.515 2.122
H10 -4.442 0.460 -1.328
H11 -3.555 0.957 0.282
H12 -3.077 1.771 -1.102
H13 -2.574 -0.929 -1.861

Cartesian forces (eV/Å) of the 6 atoms listed first:
-1.98 -1.51 -0.81
-1.57 0.49 -2.01
-0.57 -0.18 0.93
1.22 0.41 -0.53
-0.54 1.19 0.88
-0.26 0.49 1.08

As for the total charge: 0. As for the SMILES: CNS(=O)(=O)N(C=O)N1CCCC1. The total energy comes out at -1024.48509 a.u.

Atom charges from the Mulliken analysis, given in e for atoms 1 to 4:
1 C -0.091
2 C -0.338
3 C -0.616
4 C -0.809

Formula: C6H13N4
Source: OMol25
Level of theory: wB97M-V/def2-TZVPD

Geometry (Å):
C1 0.656 -1.388 -2.428
C2 -0.942 -0.063 -1.744
C3 0.073 -2.001 -1.253
C4 -0.838 -1.165 -0.761
C5 0.769 -0.104 0.835
C6 -0.104 2.168 1.361
N1 0.091 -0.245 -2.693
N2 0.004 0.651 1.498
N3 1.738 0.222 -0.067
N4 -0.566 0.120 2.586
H1 1.306 -1.856 -3.131
H2 -1.887 -0.381 -2.262
H3 -1.052 0.993 -1.376
H4 0.183 -3.022 -1.010
H5 -1.477 -1.287 0.188
H6 0.673 -1.035 1.418
H7 0.420 2.494 0.527
H8 -1.153 2.360 1.344
H9 0.236 2.416 2.360
H10 2.101 -0.571 -0.452
H11 1.730 0.861 -0.851
H12 -0.338 0.674 3.350
H13 -1.622 0.160 2.561

Cartesian forces (eV/Å) of the 6 atoms listed first:
-0.75 -4.13 2.79
-3.17 0.87 -0.12
5.11 -3.00 -5.21
-3.96 3.66 4.79
1.83 -1.34 -0.71
-0.74 -3.17 2.21

As for the expectation value of S²: 2.016. Its spin multiplicity is 3. As for the total charge: +1. The total energy comes out at -454.95572 a.u.

Atom charges from the Mulliken analysis, given in e for atoms 1 to 4:
1 C -0.634
2 C -0.186
3 C -0.395
4 C -0.136

Formula: C6H13N4O
Source: OMol25
Level of theory: wB97M-V/def2-TZVPD

Geometry (Å):
C1 1.506 0.050 0.034
C2 3.568 -0.297 0.063
C3 -0.271 1.826 -0.794
C4 -1.171 -1.004 -1.213
C5 -1.004 -1.355 1.185
C6 -0.146 0.720 0.232
N1 1.702 -1.018 -0.651
N2 3.028 -1.254 -0.639
N3 4.865 -0.121 0.302
N4 -1.146 -0.353 0.111
O1 2.631 0.585 0.538
H1 -0.080 1.475 -1.804
H2 -1.254 2.291 -0.749
H3 0.467 2.593 -0.573
H4 -0.180 -1.415 -1.413
H5 -1.911 -1.801 -1.214
H6 -1.431 -0.287 -1.987
H7 -0.095 -1.931 1.020
H8 -0.953 -0.866 2.156
H9 -1.859 -2.029 1.181
H10 -0.155 1.118 1.245
H11 5.489 -0.838 -0.022
H12 5.173 0.551 0.981
H13 -2.056 0.109 0.248

Cartesian forces (eV/Å) of the 6 atoms listed first:
-4.61 0.24 -0.12
-0.59 -0.61 -0.47
-0.18 -0.08 0.06
-0.03 -0.49 -1.08
0.09 -0.73 0.73
4.94 -0.03 -0.33

As for the total charge: +1. As for the SMILES: C[C@H](c1nnc(N)o1)[NH+](C)C. The total energy comes out at -530.39977 a.u.

Atom charges from the Mulliken analysis, given in e for atoms 1 to 4:
1 C 0.114
2 C 0.639
3 C -1.521
4 C -0.761

Formula: C6H13N4O2
Source: OMol25
Level of theory: wB97M-V/def2-TZVPD

Geometry (Å):
C1 -1.890 -1.152 -0.110
C2 -0.666 0.858 0.743
C3 1.156 -0.731 -0.076
C4 1.167 -2.094 0.555
C5 2.358 -0.175 -0.697
C6 -1.540 2.773 -0.353
N1 -1.652 -0.154 0.804
N2 0.173 -0.892 -1.179
N3 -1.061 -1.154 -1.259
N4 0.631 0.253 0.980
O1 -2.721 -2.040 0.030
O2 -0.843 1.538 -0.500
H1 -0.916 1.498 1.572
H2 1.175 -2.938 -0.161
H3 0.360 -2.389 1.165
H4 2.127 -2.410 1.190
H5 2.987 0.361 0.098
H6 1.923 0.669 -1.166
H7 2.853 -0.897 -1.408
H8 -1.857 2.819 0.680
H9 -2.392 2.822 -1.004
H10 -0.846 3.601 -0.566
H11 -2.403 -0.156 1.572
H12 0.589 -0.955 -2.113
H13 1.291 0.943 1.204

Cartesian forces (eV/Å) of the 6 atoms listed first:
-1.28 -0.58 3.04
0.30 -0.29 -0.58
-2.03 0.33 3.54
3.52 -3.17 0.53
1.74 0.40 0.44
0.79 0.49 0.27

As for the total charge: +1. As for the SMILES: CO[C@H]1NC(=O)N=[NH+]C(C)(C)N1. The total energy comes out at -605.56082 a.u.

Atom charges from the Mulliken analysis, given in e for atoms 1 to 4:
1 C 0.409
2 C -0.528
3 C 1.121
4 C -1.496

Formula: C6H13N4O4
Source: OMol25
Level of theory: wB97M-V/def2-TZVPD

Geometry (Å):
C1 -1.236 -0.882 -1.318
C2 0.239 -0.029 0.275
C3 -0.364 2.004 -0.960
C4 1.678 1.884 0.353
C5 0.240 -2.219 1.273
C6 0.773 -0.094 2.646
N1 -0.865 -1.130 -2.595
N2 -2.514 -0.603 -0.703
N3 0.517 1.164 -0.080
N4 0.438 -0.777 1.339
O1 0.541 -1.183 -2.740
O2 -1.613 -1.285 -3.549
O3 -2.594 0.300 0.137
O4 -3.386 -1.364 -1.104
H1 -1.189 2.435 -0.306
H2 0.317 2.793 -1.365
H3 -0.836 1.522 -1.754
H4 2.301 2.211 -0.535
H5 1.396 2.802 0.888
H6 2.313 1.216 0.917
H7 -0.282 -2.549 2.167
H8 -0.195 -2.545 0.411
H9 1.251 -2.655 1.425
H10 -0.177 0.108 2.987
H11 1.497 -0.638 3.364
H12 1.149 0.908 2.526
H13 0.600 -1.394 -3.700

Cartesian forces (eV/Å) of the 6 atoms listed first:
4.15 1.26 1.64
-2.70 -2.71 -1.46
0.55 1.96 2.20
1.87 0.83 -0.60
2.76 0.17 3.59
1.70 -0.94 -0.15

As for the total charge: +1. The total energy comes out at -755.76313 a.u.

Atom charges from the Mulliken analysis, given in e for atoms 1 to 4:
1 C -0.591
2 C 0.867
3 C -0.887
4 C -1.407

Formula: C6H13N5
Source: OMol25
Level of theory: wB97M-V/def2-TZVPD

Geometry (Å):
N1 0.768 0.400 0.696
N2 -0.770 -0.803 -0.661
C1 -0.449 0.124 0.301
C2 0.191 -1.555 -1.066
N3 -0.101 -2.461 -2.005
N4 -1.459 0.994 0.754
N5 1.433 -1.541 -0.572
C3 -1.166 2.002 1.786
C4 -2.878 0.701 0.449
C5 2.758 0.453 -0.614
C6 1.855 -0.414 0.233
H1 -1.090 -2.540 -2.090
H2 0.408 -3.332 -1.908
H3 2.137 -1.866 -1.230
H4 -0.340 2.659 1.478
H5 -2.025 2.633 2.002
H6 -0.887 1.523 2.685
H7 -3.107 -0.334 0.741
H8 -3.099 0.832 -0.596
H9 -3.543 1.349 1.028
H10 2.259 0.782 -1.540
H11 3.598 -0.150 -0.929
H12 3.103 1.303 -0.040
H13 2.406 -0.758 1.099

Cartesian forces (eV/Å) of the 6 atoms listed first:
-1.33 -0.48 0.55
-1.52 0.32 0.47
1.27 2.43 0.55
-0.50 0.74 1.10
0.62 -1.25 -1.00
-0.46 -0.57 -0.46

As for the total charge: 0. As for the SMILES: C[C@H]1N=C(N(C)C)N=C(N)N1. The total energy comes out at -510.21026 a.u.

Atom charges from the Mulliken analysis, given in e for atoms 1 to 4:
1 N -0.584
2 N -0.455
3 C 0.384
4 C 0.301

Formula: C6H13N6S2
Source: OMol25
Level of theory: wB97M-V/def2-TZVPD

Geometry (Å):
C1 2.287 0.365 -0.194
C2 -2.077 -0.296 0.225
C3 3.877 0.051 1.402
C4 4.164 -0.503 -1.248
C5 -3.466 1.650 0.516
C6 -3.964 -0.348 -1.080
N1 1.149 0.754 0.569
N2 1.273 0.517 -0.923
N3 -1.289 0.325 1.139
N4 -1.723 -1.547 -0.067
N5 3.512 -0.034 -0.040
N6 -3.083 0.435 -0.239
S1 0.094 -0.275 1.561
S2 -0.239 -2.106 0.653
H1 4.759 0.863 1.421
H2 3.130 0.529 2.055
H3 4.308 -0.821 1.732
H4 3.512 -0.447 -2.016
H5 5.065 0.234 -1.432
H6 4.677 -1.402 -1.011
H7 -3.217 2.483 -0.110
H8 -4.485 1.512 0.470
H9 -3.143 1.746 1.480
H10 -4.750 -0.872 -0.571
H11 -4.683 0.401 -1.714
H12 -3.506 -0.997 -1.876
H13 -2.184 -2.218 -0.701

Cartesian forces (eV/Å) of the 6 atoms listed first:
-1.72 -0.57 0.55
1.87 2.07 1.74
3.30 4.33 -1.56
5.30 2.60 3.10
-0.36 -0.68 -3.75
-3.17 2.60 -3.14

As for the total charge: +1. The total energy comes out at -1360.88786 a.u.

Atom charges from the Mulliken analysis, given in e for atoms 1 to 4:
1 C 0.793
2 C 0.776
3 C -0.959
4 C -0.932

Formula: C6H13NO
Source: OMol25
Level of theory: wB97M-V/def2-TZVPD

Geometry (Å):
C1 -0.699 -2.908 0.703
C2 -1.139 -1.525 1.213
N1 0.479 0.852 1.372
C3 -0.271 0.627 0.144
C4 -1.122 -0.474 0.149
C5 -0.417 1.251 -2.272
C6 -0.171 1.545 -0.932
H1 -0.485 -3.591 1.538
H2 -1.519 -3.377 0.145
H3 0.146 -2.949 0.015
H4 -0.626 -1.261 2.140
H5 -2.144 -1.682 1.659
H6 0.219 1.757 1.761
H7 1.433 1.064 1.088
H8 -1.646 -0.816 -0.739
H9 -0.358 2.010 -3.047
H10 -1.032 0.399 -2.550
H11 0.283 2.516 -0.758
H12 3.521 2.386 0.045
H13 2.867 2.010 -1.303
O1 2.681 2.168 -0.371

Cartesian forces (eV/Å) of the 6 atoms listed first:
-0.40 -0.71 0.21
-0.30 -0.27 0.57
0.37 0.81 0.09
-1.15 -0.08 -0.02
0.51 -0.42 0.35
-0.66 0.00 -0.33

As for the expectation value of S²: 0.764. Its spin multiplicity is 2. As for the total charge: -1. The total energy comes out at -366.31701 a.u.

Atom charges from the Mulliken analysis, given in e for atoms 1 to 4:
1 C -1.317
2 C -0.482
3 N -0.653
4 C 0.719

Formula: C6H13NO
Source: OMol25
Level of theory: wB97M-V/def2-TZVPD

Geometry (Å):
C1 1.054 1.142 0.318
C2 0.700 2.133 -0.730
C3 0.692 -1.703 0.416
N1 0.397 -0.716 -0.332
H1 0.936 1.461 1.342
H2 2.004 0.641 0.158
H3 1.538 -1.624 1.091
H4 0.122 -2.630 0.394
H5 0.739 1.699 -1.730
H6 1.448 2.937 -0.696
H7 -0.283 2.558 -0.546
C4 -1.090 0.157 2.111
C5 -0.591 -0.769 -1.325
C6 -0.653 -1.725 -2.252
O1 -1.013 0.816 0.922
H8 -1.275 0.065 -1.284
H9 -0.695 -0.895 2.055
H10 -2.134 0.045 2.447
H11 -0.534 0.643 2.942
H12 0.060 -2.540 -2.289
H13 -1.421 -1.694 -3.013

Cartesian forces (eV/Å) of the 6 atoms listed first:
-0.31 -0.18 0.04
-0.07 -0.05 -0.02
-0.20 0.36 -0.33
0.40 -0.11 0.37
-0.07 -0.01 0.03
-0.02 -0.03 -0.02

As for the total charge: 0. The total energy comes out at -366.19835 a.u.

Atom charges from the Mulliken analysis, given in e for atoms 1 to 4:
1 C -0.029
2 C -1.071
3 C -0.563
4 N -0.137

Formula: C6H13NO
Source: OMol25
Level of theory: wB97M-V/def2-TZVPD

Geometry (Å):
C1 0.557 1.026 -1.180
O1 -0.121 2.178 -1.538
C2 -0.417 -0.217 -1.327
C3 -0.264 -1.112 -0.060
C4 -0.703 -0.546 1.235
C5 0.489 0.756 2.897
C6 0.490 -0.265 2.007
N1 0.209 -1.076 -2.393
H1 0.984 1.104 -0.096
H2 1.345 1.038 -2.036
H3 -0.867 2.532 -1.130
H4 -1.399 0.083 -1.603
H5 0.713 -1.640 -0.130
H6 -0.919 -2.053 -0.232
H7 -1.296 -1.226 1.889
H8 -1.230 0.268 1.167
H9 1.312 0.972 3.513
H10 -0.399 1.287 3.301
H11 1.284 -0.856 1.617
H12 0.669 -0.548 -3.145
H13 -0.437 -1.704 -2.756

Cartesian forces (eV/Å) of the 6 atoms listed first:
-0.22 -0.41 0.21
1.69 1.43 -2.28
4.35 -1.40 0.23
-2.64 -3.01 -2.57
1.84 -4.68 1.50
-0.39 -1.42 0.05

As for the total charge: 0. As for the SMILES: C=CCC[C@H](N)CO. The total energy comes out at -366.29381 a.u.

Atom charges from the Mulliken analysis, given in e for atoms 1 to 4:
1 C -0.419
2 O -0.528
3 C 0.510
4 C -1.195

Formula: C6H13NO
Source: OMol25
Level of theory: wB97M-V/def2-TZVPD

Geometry (Å):
C1 -0.253 -0.505 -0.060
N1 -1.117 0.273 -0.713
C2 -2.474 0.022 -0.424
O1 -2.794 -0.019 1.088
C3 0.987 -1.030 -0.715
C4 2.114 -0.117 -0.220
C5 1.723 1.488 -0.548
C6 1.928 -0.292 1.230
H1 0.217 0.169 0.842
H2 -0.723 -1.240 0.610
H3 -3.075 0.891 -0.661
H4 -2.810 -0.983 -0.675
H5 1.193 -2.036 -0.335
H6 0.951 -1.110 -1.803
H7 -2.029 0.433 1.460
H8 2.443 2.208 -0.920
H9 0.809 1.453 -1.125
H10 1.616 1.618 0.520
H11 2.391 0.391 1.948
H12 2.268 -1.257 1.617
H13 3.024 -0.307 -0.793

Cartesian forces (eV/Å) of the 6 atoms listed first:
-2.63 -1.55 -0.73
1.00 -0.78 -0.32
-1.00 0.85 3.43
0.97 -0.14 -1.28
1.51 0.45 -0.92
-0.74 1.95 -2.25

As for the total charge: 0. The total energy comes out at -366.16267 a.u.

Atom charges from the Mulliken analysis, given in e for atoms 1 to 4:
1 C -0.361
2 N -0.486
3 C -0.214
4 O -0.538